The following is a DFT calculation (ωB97M-V/def2-TZVPD) of a cluster of 7 separate species, C34H83Cl4N5 in total.

Results
F_max: 0.225 Eh/bohr
SMILES: CCN(CC)CC.CCN(CC)CC.CCN(CC)CC.CCN(CC)CC.CCN(CC)CC.ClCCCl.ClCCCl
HOMO-LUMO gap: 7.96 eV
HOMO energy: -7.69 eV
energy relative to the best compared isomer or geometry (same formula, charge and spin): 160.43 kcal per mole

Each line ends with the Mulliken charge.
Cartesian coordinates (Å):
C (0.589, -0.028, -4.713)  -1.425
C (0.471, 1.486, -4.280)  -0.491
N (-0.660, 1.676, -3.244)  0.829
C (-0.486, 2.729, -2.368)  2.034
C (-0.079, 3.919, -3.031)  -1.976
C (-2.006, 1.572, -3.735)  -0.965
C (-2.892, 0.849, -2.666)  -0.597
H (1.221, -0.112, -5.470)  0.744
H (-0.321, -0.599, -5.089)  0.319
H (0.828, -0.847, -4.004)  0.145
H (0.497, 2.285, -5.147)  0.224
H (1.323, 1.601, -3.874)  0.344
H (0.385, 2.244, -1.826)  -0.862
H (-1.298, 2.773, -1.471)  -1.167
H (0.478, 4.143, -3.864)  0.654
H (0.538, 4.413, -2.326)  0.508
H (-1.108, 4.483, -2.928)  0.277
H (-2.153, 0.899, -4.674)  0.288
H (-2.664, 2.495, -3.880)  0.154
H (-2.953, 1.482, -1.886)  -0.322
H (-2.498, -0.007, -2.420)  0.566
H (-3.920, 0.667, -3.059)  0.606
C (0.345, 1.437, 4.847)  -1.265
C (-0.765, 0.515, 5.381)  -1.246
N (-0.316, -0.249, 6.557)  0.209
C (-1.386, -0.793, 7.302)  -0.510
C (-2.436, -1.365, 6.660)  -1.138
C (0.602, -1.358, 6.191)  0.037
C (1.438, -1.875, 7.403)  -1.142
H (1.202, 1.003, 4.514)  0.070
H (0.534, 2.035, 5.699)  0.493
H (0.028, 2.059, 3.988)  0.215
H (-0.979, -0.027, 4.599)  1.091
H (-1.679, 1.069, 5.730)  0.412
H (-1.922, 0.132, 7.648)  0.343
H (-1.149, -1.174, 8.420)  0.263
H (-2.666, -1.267, 5.668)  0.244
H (-3.351, -1.212, 7.209)  0.438
H (-2.575, -2.464, 6.896)  0.367
H (1.195, -0.879, 5.271)  0.163
H (-0.074, -2.314, 6.098)  0.162
H (2.039, -1.118, 7.916)  0.303
H (2.221, -2.712, 7.126)  0.330
H (0.676, -2.489, 8.111)  0.231
C (-1.646, -5.461, -4.313)  -1.685
C (-1.581, -5.572, -2.805)  -0.448
N (-1.732, -4.246, -2.205)  0.249
C (-2.276, -4.144, -0.786)  0.228
C (-1.703, -5.029, 0.096)  -1.422
C (-0.636, -3.215, -2.428)  0.257
C (0.785, -3.770, -2.039)  -1.449
H (-2.258, -4.757, -4.723)  0.407
H (-1.957, -6.253, -4.712)  0.646
H (-0.589, -5.227, -4.646)  0.198
H (-0.556, -6.002, -2.633)  0.320
H (-2.187, -6.376, -2.713)  0.537
H (-3.237, -4.467, -0.925)  0.495
H (-2.522, -3.251, -0.330)  -0.892
H (-1.211, -5.902, 0.003)  0.498
H (-2.607, -5.216, 0.622)  0.491
H (-0.965, -4.407, 0.874)  0.009
H (-0.937, -2.287, -1.903)  -0.521
H (-0.554, -2.802, -3.372)  0.473
H (1.450, -3.015, -1.729)  0.345
H (1.222, -4.357, -2.674)  0.607
H (0.740, -4.458, -1.015)  0.201
C (-2.410, 0.138, 2.576)  -1.059
C (-3.103, 0.373, 1.165)  -0.051
N (-4.262, -0.530, 0.856)  0.211
C (-5.242, -0.102, -0.022)  -0.740
C (-4.982, 0.764, -1.069)  -1.025
C (-3.633, -1.725, 0.354)  0.133
C (-4.376, -3.052, 0.405)  -2.196
H (-1.348, 0.647, 2.753)  -0.481
H (-2.210, -0.934, 2.357)  0.243
H (-3.115, 0.041, 3.481)  0.146
H (-2.214, 0.284, 0.500)  -0.126
H (-3.334, 1.307, 1.163)  1.533
H (-5.768, 0.381, 0.706)  0.556
H (-6.084, -0.908, -0.160)  0.377
H (-4.352, 1.698, -1.006)  0.002
H (-5.826, 1.418, -1.095)  0.415
H (-4.748, 0.205, -1.918)  0.357
H (-2.747, -2.089, 0.831)  0.867
H (-3.217, -1.498, -0.746)  0.094
H (-4.841, -3.068, 1.581)  0.272
H (-3.823, -3.954, 0.382)  0.282
H (-5.058, -3.272, -0.152)  0.712
C (4.131, 2.217, -2.365)  -0.477
C (5.084, 2.402, -1.280)  -0.867
N (6.532, 2.575, -1.844)  0.111
C (7.521, 3.251, -1.098)  -0.769
C (7.571, 2.960, 0.201)  -1.747
C (6.970, 1.204, -2.232)  -0.691
C (7.770, 1.336, -3.482)  -1.303
H (3.139, 2.422, -1.681)  -0.227
H (4.043, 1.283, -2.778)  0.417
H (4.019, 3.034, -3.073)  0.326
H (5.174, 1.625, -0.375)  0.229
H (4.779, 3.263, -0.776)  0.535
H (6.969, 4.062, -1.153)  0.549
H (8.224, 3.651, -1.847)  0.537
H (6.999, 2.623, 0.907)  0.590
H (7.962, 3.716, 0.730)  0.596
H (8.353, 2.142, 0.183)  0.263
H (6.200, 0.503, -2.432)  0.537
H (7.559, 0.679, -1.557)  0.371
H (7.675, 0.343, -3.811)  0.444
H (8.827, 1.668, -3.228)  0.291
H (7.313, 1.945, -4.297)  0.274
Cl (-0.216, -1.364, 1.341)  -0.063
C (0.297, 0.089, 0.514)  1.406
C (1.765, 0.203, 0.367)  0.249
Cl (2.531, 0.333, 2.022)  -0.249
H (-0.030, 1.093, 1.102)  -0.574
H (-0.400, 0.264, -0.273)  -0.823
H (2.183, 1.124, -0.312)  -0.380
H (2.267, -0.817, 0.097)  0.286
Cl (-3.057, 4.282, -1.307)  -0.133
C (-1.792, 5.244, -0.595)  0.058
C (-1.614, 4.967, 0.805)  -1.157
Cl (-1.135, 3.184, 0.996)  0.061
H (-2.203, 6.219, -0.714)  0.491
H (-0.768, 5.048, -1.163)  -0.086
H (-2.539, 4.981, 1.281)  0.400
H (-0.780, 5.317, 1.211)  0.504